The following is a DFT calculation (ωB97M-V with the def2-TZVPD basis set) of C10H28Cl4N8O16 as an isolated structure in a non-equilibrium geometry.

As for the gap between HOMO and LUMO: 9.265 eV. The energy relative to the best compared isomer or geometry (same formula, charge and spin) comes out at 203.05 kcal per mole. The value obtained for the HOMO energy is -10.157 eV.

Cartesian coordinates (Å):
C 0.216 0.808 -4.034
H -2.970 4.516 0.604
C -2.523 -0.971 3.132
H -4.672 -0.809 -1.714
O -1.937 0.187 -2.770
H -0.161 4.395 0.394
O -1.048 2.316 -0.942
C -0.719 -3.083 -1.278
H 1.859 -3.661 -0.380
H 4.858 1.049 -2.534
H 3.372 -2.719 -0.447
H -0.366 0.058 -3.500
Cl -3.806 4.639 2.721
H -0.445 1.639 -4.255
O -1.754 0.291 -0.888
H 0.393 -0.297 0.044
H -4.069 0.871 -1.628
O 2.066 0.436 -2.670
H -2.923 -1.424 2.231
H -2.084 3.387 1.583
H 2.072 -3.121 3.574
C 0.281 0.783 0.130
H 1.798 -1.828 -0.266
C 1.130 -2.812 4.016
H 1.161 1.293 -0.247
C 2.305 -2.704 -0.647
Cl 1.056 3.479 2.102
O -0.506 -2.077 3.367
H 1.545 5.102 0.416
C -3.080 3.777 1.395
H -1.075 -2.104 -1.578
H -3.280 -0.612 3.822
N -0.923 1.138 -0.616
N -2.868 -0.558 -2.533
N 1.009 -1.378 3.785
N 3.971 1.720 -0.757
O -0.603 -4.200 0.765
O 0.578 -0.669 4.678
N 1.371 1.286 -3.223
Cl -0.112 6.221 1.782
O 3.252 -2.907 -2.764
O 3.293 2.629 -0.333
O 1.565 2.472 -3.109
O -2.982 -1.666 -3.004
H 4.485 2.805 -2.431
O 1.102 -2.894 -2.597
H -3.448 -0.429 -0.483
O -2.097 -2.674 0.520
H -1.907 -0.146 2.779
O 4.015 0.619 -0.252
N -1.133 -3.321 0.121
H 0.182 0.911 1.206
C 4.872 1.933 -1.907
C -3.823 -0.173 -1.468
H 5.838 2.235 -1.509
H 1.212 -2.958 5.091
O -2.022 -2.441 4.874
O 1.310 -0.969 2.678
N -1.592 -1.915 3.886
H 0.369 -3.101 -1.328
H 0.219 -3.291 3.664
H -1.192 -3.846 -1.890
N 2.225 -2.816 -2.140
C 0.670 4.787 0.968
H 0.578 0.274 -4.910
Cl -4.104 2.515 0.706

Here are the Löwdin charges for atoms 1 to 4, given in e:
1 C 0.05
2 H 0.02
3 C 0.09
4 H 0.11

The following is a DFT calculation (ωB97M-V with the def2-TZVPD basis set) of C10H28MgO6S4 as an isolated structure in a non-equilibrium geometry.

As for the gap between HOMO and LUMO (spin up / spin down): 0.938 / 6.121 eV. As for the multiplicity: 2. Its charge is -1. The energy relative to the best compared isomer or geometry (same formula, charge and spin) comes out at 0.00 kcal per mole. The value obtained for the HOMO energy (spin up / spin down) is 0.458 / -3.631 eV.

Cartesian coordinates (Å):
H -2.197 1.730 3.004
H 0.627 -1.103 -4.712
H -3.642 0.734 2.728
O 0.301 1.784 0.580
H 3.865 -0.837 1.198
H 2.384 1.979 -2.453
H -1.027 -3.091 1.845
H -1.924 0.130 2.862
H -4.998 0.807 0.857
C 1.902 -0.789 2.314
H 0.315 5.272 -0.250
H 2.232 -1.406 3.150
H -0.800 4.208 -0.900
H 2.657 3.032 1.920
H -2.652 -3.517 1.207
O 0.089 -1.906 -0.725
H 2.643 0.334 -2.848
S 0.299 0.707 -3.126
C -0.511 -4.616 -0.329
H -4.407 0.074 -0.749
C 2.190 3.479 1.043
C 2.796 -0.908 0.996
O 0.155 0.497 -1.613
H 0.437 -4.641 0.208
C -4.228 0.265 0.309
H -2.014 -1.820 1.337
O 2.457 -0.130 -0.163
H 1.447 -1.577 -3.365
O 0.484 -0.780 2.083
H -0.449 -5.194 -1.251
O -1.536 -0.049 0.110
H 0.951 3.955 -1.212
H 2.442 1.530 -4.151
S 0.374 3.176 1.109
H 2.701 3.024 0.194
H 2.720 -1.972 0.768
C -1.789 -2.860 1.101
H -0.363 -1.520 -3.195
S -2.532 1.008 0.621
C 2.086 1.214 -3.170
H 2.411 4.544 1.113
S -1.060 -2.921 -0.536
C 0.525 -1.059 -3.628
H -4.237 -0.749 0.708
C 0.200 4.209 -0.465
Mg 0.382 -0.141 0.118
H 2.073 0.241 2.627
C -2.599 0.881 2.451
H -1.181 -5.226 0.278

Here are the Löwdin charges for atoms 1 to 4, given in e:
1 H 0.04
2 H 0.04
3 H 0.03
4 O -0.60

The following is a DFT calculation (ωB97M-V with the def2-TZVPD basis set) of C10H28N2P2Pb as an isolated structure in a non-equilibrium geometry.

As for the gap between HOMO and LUMO: 7.477 eV. Its charge is +2. The value obtained for the HOMO energy is -15.084 eV.

Cartesian coordinates (Å):
H -1.934 -0.800 0.668
C 3.029 1.034 1.574
H 3.928 1.583 1.795
C 0.690 -2.602 -2.884
C -1.791 -3.451 -1.571
H 3.207 0.278 4.354
C -1.145 3.031 1.524
H 0.810 -3.630 -3.240
H -3.987 1.798 -0.865
Pb -0.920 -0.081 -0.711
N 2.507 0.007 2.370
H 1.743 -3.038 0.014
H -2.377 -2.946 -2.364
C 2.161 1.203 0.541
H 0.732 -1.212 2.190
H -3.843 1.502 0.914
H 0.823 -4.537 -0.340
H -1.323 2.311 2.340
H 0.137 -2.028 -3.642
N 1.115 0.293 0.676
H -2.377 -3.456 -0.630
H 1.686 -2.164 -2.733
C 0.736 -3.478 -0.061
H -1.744 3.067 -2.343
H -1.606 -4.497 -1.872
P -1.758 2.357 -0.033
H -4.031 3.175 0.295
H 2.234 1.911 -0.278
C -1.406 3.498 -1.387
H 4.106 -0.919 3.404
H -1.925 4.449 -1.223
C -3.579 2.191 0.088
H -1.908 0.039 -2.268
C 1.357 -0.412 1.791
P -0.198 -2.575 -1.318
H -1.664 3.970 1.760
C 3.106 -0.507 3.591
H 0.227 -3.407 0.916
H -0.066 3.224 1.427
H 1.442 1.572 -2.455
H 2.477 -1.301 4.002
H -0.323 3.687 -1.420
H 1.655 0.863 -2.592

Here are the Löwdin charges for atoms 1 to 4, given in e:
1 H -0.05
2 C -0.01
3 H 0.14
4 C -0.25

The following is a DFT calculation (ωB97M-V with the def2-TZVPD basis set) of a 4-piece molecular cluster, C10H29B2FO8S4 overall in a non-equilibrium geometry.

As for the gap between HOMO and LUMO: 7.916 eV. The value obtained for the HOMO energy is -8.562 eV.

Cartesian coordinates (Å):
O 3.855 0.156 -0.041
H -0.382 6.393 -1.643
H -3.949 -6.315 -1.259
H -2.509 -5.514 -0.589
H 1.786 4.172 0.221
H -1.606 -2.574 1.674
C 4.211 4.528 -2.485
H -0.746 4.844 -2.436
H 2.541 -4.717 1.637
H -6.340 -5.319 -1.101
O -0.807 -0.792 1.154
O 3.517 -2.886 -0.537
S -1.636 4.913 -0.242
C -1.151 5.638 -1.813
B 2.305 -1.511 1.476
O -2.791 4.014 -0.503
O 1.430 -1.551 2.472
H 2.932 -2.407 -1.143
C 2.390 3.900 -0.641
O 2.578 6.384 -1.522
C -6.046 -4.631 -0.309
H 0.722 -3.527 2.215
F 3.313 1.005 2.119
H -1.493 7.159 0.564
H 0.034 -2.171 -0.718
H -6.090 -5.124 0.663
H -3.790 -6.083 0.510
H -2.024 6.076 -2.296
S 2.761 0.258 0.853
S 3.458 5.282 -1.038
C 3.421 -4.080 1.663
H -0.142 -2.507 3.320
H 4.295 -4.596 1.289
C -0.659 -2.187 1.297
C 0.366 -2.512 2.366
H -6.705 -3.766 -0.312
H -3.093 6.811 -0.163
H -1.393 -3.195 -0.422
H 2.990 3.024 -0.405
H -2.689 6.187 1.456
C -3.581 -5.658 -0.472
H 4.895 5.252 -2.923
O 1.642 0.940 0.321
H 0.188 -3.776 0.077
H 3.561 -3.754 2.689
C -2.294 6.426 0.471
B 3.118 -2.826 0.751
C -0.427 -2.891 -0.051
S -4.375 -4.051 -0.616
O -3.959 -3.257 0.573
H -1.668 -0.653 0.725
H 3.436 4.269 -3.206
H 4.763 3.639 -2.181
H 1.740 3.688 -1.490

Here are the Löwdin charges for atoms 1 to 4, given in e:
1 O -0.28
2 H 0.05
3 H 0.05
4 H 0.04

The following is a DFT calculation (ωB97M-V with the def2-TZVPD basis set) of a 5-piece molecular cluster, C10H29BrNO7 overall in a non-equilibrium geometry.

As for the gap between HOMO and LUMO: 8.366 eV. Its charge is -1. The energy relative to the best compared isomer or geometry (same formula, charge and spin) comes out at 0.00 kcal per mole. The value obtained for the HOMO energy is -5.752 eV.

Cartesian coordinates (Å):
H 0.548 -0.221 4.384
C 3.764 -0.964 -3.930
C -1.592 0.534 3.424
H -1.881 -2.361 3.591
H 0.401 2.108 -4.642
C -2.666 -0.444 2.958
Br -0.476 0.346 -0.708
H 4.775 -0.813 -3.511
H -2.089 1.992 -7.065
C -0.453 1.511 -4.359
H -3.511 1.047 2.007
H -1.021 2.012 -3.625
C -2.216 -1.868 2.696
H 3.160 0.572 2.264
H -2.592 -0.891 5.714
H 3.213 0.704 -4.365
H -0.882 0.628 2.645
O -1.872 2.231 -6.201
H -2.438 0.878 5.709
O 1.510 -0.225 4.192
H -3.028 -2.432 2.311
C 2.162 0.224 2.004
H 1.424 1.020 1.909
C 1.645 -0.795 3.058
C -1.267 1.115 -5.653
H -2.607 0.235 0.943
H -2.026 0.430 -5.325
H -3.430 -0.570 3.655
H 0.662 -1.115 2.651
H 1.715 -0.921 -3.381
O 3.494 -0.100 -4.828
O 2.281 -0.433 0.732
O -0.132 0.372 -3.932
C 2.686 -0.734 -2.910
H 2.636 -1.384 -2.020
H -0.279 0.449 -2.982
N -3.269 0.103 1.748
H 1.411 -0.192 0.309
H -2.059 1.486 3.692
H -0.829 0.561 -6.436
H 3.587 -1.941 -4.384
C -1.862 -0.089 5.738
H 2.060 0.874 -1.980
H -1.433 -1.896 1.896
H 2.229 -1.632 3.183
O -0.990 0.026 4.602
H -1.330 -0.040 6.659
O 2.866 0.603 -2.439

Here are the Löwdin charges for atoms 1 to 4, given in e:
1 H 0.04
2 C -0.37
3 C -0.16
4 H 0.07

The following is a DFT calculation (ωB97M-V with the def2-TZVPD basis set) of C10H29Cl3O2PdSi4 as an isolated structure.

As for the gap between HOMO and LUMO: 8.308 eV. The energy relative to the best compared isomer or geometry (same formula, charge and spin) comes out at 0.00 kcal per mole. The value obtained for the HOMO energy is -8.703 eV.

Cartesian coordinates (Å):
Si -1.039 -1.241 -0.478
Cl 1.222 0.640 4.043
Si 1.323 -1.014 2.822
H -2.910 0.619 2.245
Pd 1.791 -0.839 0.652
C 0.164 1.839 -2.646
H -1.157 -3.957 -1.594
Si 1.073 0.920 -1.285
H 0.812 1.876 -3.527
O 3.799 -1.803 0.724
H 0.350 -4.546 -0.877
H -2.400 -0.169 -2.271
Cl -0.238 -2.248 3.368
Cl 2.966 -2.070 3.659
Si -0.921 1.495 1.052
H 2.677 -1.128 -1.456
H 3.149 2.207 -1.556
H -0.963 -0.916 -2.979
H 2.074 3.084 -0.472
C 0.039 0.172 0.116
C -1.730 -1.031 -2.213
H -1.826 2.724 -0.963
C -2.539 -1.635 0.564
C 1.990 -0.543 -2.087
H -2.027 1.795 3.213
H 3.842 -2.233 1.595
H 2.618 -0.139 -2.886
O -0.028 -2.575 -0.514
H -0.303 3.493 2.367
H -2.920 1.432 -0.464
C -0.506 -3.891 -0.717
H -2.323 -1.914 -2.467
H 4.494 -1.134 0.738
H -1.057 -4.248 0.157
H -0.026 2.869 -2.340
H 1.158 2.618 1.913
C 2.440 2.092 -0.731
H 1.299 -1.269 -2.515
C 0.178 2.935 1.559
H -2.995 -2.552 0.179
H -2.839 2.923 0.467
H -3.289 -0.847 0.475
H 2.985 1.707 0.134
H 0.321 3.627 0.726
H -2.317 -1.780 1.619
C -2.238 2.204 -0.098
C -1.911 0.932 2.551
H -1.479 0.129 3.141
H -0.782 1.392 -2.940

Here are the Löwdin charges for atoms 1 to 4, given in e:
1 Si 0.30
2 Cl 0.29
3 Si -0.64
4 H 0.02